The following is a quantum chemistry calculation of a cluster of 9 separate species, C38H73N11O11S in total, from OMol25.

- multiplicity = 1
- SMILES = C#C[C@H](O[C@H](CCCS)OC#N)[C@@H](O)Nc1cccnc1.CNC(C)=O.CNC(C)=O.CNC(C)=O.CNC(C)=O.CNC(C)=O.CNC(C)=O.CNC(C)=O.CNC(C)=O
- maximum force (Eh/bohr) = 0.2332
- orbital gap (eV) = 8.33

Structure (XYZ):
```
134
Properties=species:S:1:pos:R:3:forces:R:3
C -4.334938 -5.338277 -0.208532 2.8 9.4 -2.5
C -3.940233 -3.978043 -0.389190 -2.8 -9.1 0.3
C -3.534018 -2.435324 -0.848340 -0.7 -1.3 0.3
O -2.414104 -1.995081 -0.001671 0.1 0.8 -2.9
C -1.280049 -1.487160 -0.788875 2.1 -1.4 1.9
C -0.236252 -0.782922 0.270752 -0.7 -1.0 0.8
C -0.530694 0.800499 0.576954 1.1 -0.1 0.9
C 0.765774 1.662210 0.046382 -0.8 0.8 1.7
S 0.770570 2.024353 -1.792012 -0.5 -0.2 0.1
O -1.623047 -0.472295 -1.797100 1.9 -2.8 -4.5
C -1.029456 -0.989416 -3.071913 2.6 -3.4 -4.6
N -0.483251 -1.590320 -4.104376 -5.0 5.6 9.3
C -4.743601 -1.343148 -0.658119 -0.3 1.1 0.4
O -5.180661 -0.694303 -1.926072 0.9 -3.0 0.4
N -5.971206 -1.863854 0.055885 -1.5 1.6 -1.8
C -7.012672 -0.756686 -0.084231 -2.1 2.8 0.6
C -6.821293 0.646739 0.717433 -4.6 -0.9 -3.5
C -8.039038 1.664554 0.360237 0.8 -3.6 -1.2
C -9.193609 1.203752 -0.652179 0.5 0.0 0.3
N -9.435930 -0.078361 -1.370370 6.3 1.7 4.9
C -8.298797 -0.971545 -1.015903 0.5 0.6 0.6
H -4.602049 -6.480330 -0.430954 0.8 3.3 0.9
H -3.269952 -2.485919 -2.008422 -0.4 0.0 2.6
H -0.774758 -2.414199 -1.337464 -1.1 2.0 1.1
H -0.369254 -1.359829 1.300303 0.3 1.0 -2.3
H 0.882804 -1.000328 -0.062791 -2.5 0.7 0.5
H -0.539461 0.923551 1.763486 0.0 -0.2 -2.6
H -1.568143 1.196716 0.207598 2.1 -0.8 0.4
H 0.860108 2.696820 0.618828 -0.4 -2.3 -1.1
H 1.730200 1.048640 0.328129 -1.8 1.2 -1.0
H -0.510383 2.513100 -2.118548 1.2 -0.6 1.0
H -4.312818 -0.460094 0.019334 -0.8 -2.0 -1.7
H -5.568442 -1.467168 -2.454790 0.6 1.7 0.8
H -6.411315 -2.683904 -0.456754 1.1 1.0 0.8
H -5.953773 0.931032 1.449086 -1.9 -0.8 -1.6
H -8.068194 2.739304 0.845507 -0.1 -2.5 -1.2
H -10.023404 2.033900 -0.883408 2.0 -2.0 0.7
H -8.369803 -2.049065 -1.530497 0.2 2.5 1.2
C -8.737042 6.673352 -0.396076 0.3 -0.3 -0.3
N -9.355702 5.391400 -0.155804 -0.5 -0.2 0.3
C -10.446661 5.108936 0.612147 0.0 -1.0 -0.2
C -11.129368 6.245064 1.320979 -0.2 0.1 0.2
O -10.842122 3.949355 0.706609 0.2 0.6 0.0
H -8.755728 6.861627 -1.472520 0.1 0.3 0.1
H -7.698444 6.616027 -0.060673 0.0 0.3 -0.1
H -9.244714 7.485169 0.125285 0.0 -0.2 -0.1
H -8.954108 4.572756 -0.598904 -0.1 0.2 0.1
H -11.979572 5.860142 1.890920 0.3 0.0 -0.2
H -10.435612 6.723795 2.017331 -0.1 0.1 -0.1
H -11.501770 6.971345 0.593825 0.1 0.1 0.1
C 3.967747 -5.088253 0.778968 0.5 0.0 0.5
N 3.034018 -4.373538 1.616347 -1.2 0.4 -0.1
C 1.759850 -3.985743 1.323367 0.5 0.1 0.9
C 1.209698 -4.322336 -0.034336 -0.2 0.0 -0.2
O 1.098944 -3.378803 2.162872 -0.1 0.0 -0.2
H 4.242772 -6.013335 1.291913 0.1 -0.1 -0.3
H 4.858838 -4.466944 0.658970 -0.2 -0.4 -0.2
H 3.552426 -5.323974 -0.201103 0.1 0.1 0.2
H 3.329333 -4.109214 2.549468 -0.1 -0.1 -0.3
H 0.185660 -3.947325 -0.115326 0.2 -0.1 0.2
H 1.813581 -3.847211 -0.812133 0.0 -0.2 0.0
H 1.192274 -5.406373 -0.173905 0.1 0.1 -0.2
C -1.432253 -2.843092 4.001548 0.3 0.1 0.4
N -2.365982 -2.128377 4.838928 -0.7 0.3 0.0
C -3.640150 -1.740582 4.545947 0.0 0.3 0.8
C -4.190302 -2.077175 3.188245 -0.2 0.1 -0.1
O -4.301056 -1.133642 5.385453 0.1 -0.2 -0.4
H -1.157228 -3.768174 4.514493 0.2 -0.1 -0.3
H -0.541162 -2.221783 3.881550 0.1 -0.3 -0.3
H -1.847574 -3.078812 3.021478 0.0 0.1 0.2
H -2.070667 -1.864053 5.772049 -0.1 -0.1 -0.3
H -5.214340 -1.702163 3.107255 0.2 -0.1 0.1
H -3.586419 -1.602049 2.410448 0.0 -0.3 -0.1
H -4.207726 -3.161211 3.048675 0.1 0.1 -0.2
C 3.106790 7.171859 1.033471 0.3 -0.2 -0.2
N 2.488130 5.889907 1.273743 -0.7 -0.3 0.5
C 1.397171 5.607443 2.041694 0.3 -0.7 -0.4
C 0.714464 6.743571 2.750526 -0.2 0.1 0.2
O 1.001710 4.447862 2.136157 0.0 0.4 0.1
H 3.088104 7.360134 -0.042972 0.2 0.3 0.1
H 4.145388 7.114534 1.368875 -0.2 0.3 -0.2
H 2.599118 7.983676 1.554833 -0.1 -0.2 0.0
H 2.889724 5.071263 0.830644 -0.1 0.3 0.1
H -0.135740 6.358648 3.320468 0.2 0.0 -0.2
H 1.408220 7.222302 3.446879 -0.1 0.1 -0.1
H 0.342062 7.469851 2.023372 0.1 0.1 0.1
C 9.378288 6.525290 1.365235 0.1 -0.3 -0.3
N 8.187170 6.311285 0.578272 -0.6 0.3 0.0
C 6.983189 6.944185 0.676224 -0.3 -0.5 -0.7
C 6.824876 8.010794 1.723410 -0.1 0.2 0.1
O 6.067616 6.633668 -0.082226 0.4 0.2 0.4
H 10.186110 6.809192 0.686006 0.1 0.1 0.3
H 9.635671 5.581708 1.852959 0.2 0.2 0.2
H 9.245591 7.301569 2.119142 -0.1 -0.1 -0.2
H 8.212153 5.607085 -0.150612 0.0 0.2 0.2
H 5.811817 8.419840 1.676082 0.3 -0.1 -0.1
H 6.978894 7.585183 2.718659 0.1 0.2 0.0
H 7.533764 8.822878 1.541980 0.0 -0.1 0.2
C -3.560794 0.984763 -6.936603 -0.3 0.2 -0.3
N -3.251957 0.317166 -8.178700 0.3 -0.4 -0.2
C -2.285264 -0.613559 -8.421559 -0.1 -0.2 -0.9
C -1.400399 -1.032418 -7.280994 0.1 -0.1 0.0
O -2.160358 -1.082677 -9.550394 0.0 0.2 0.5
H -4.600171 0.762261 -6.682208 0.1 0.1 0.3
H -3.453497 2.060802 -7.095013 0.0 0.0 0.3
H -2.909832 0.669179 -6.120974 -0.1 0.0 -0.2
H -3.804521 0.544824 -8.997625 0.2 -0.1 0.2
H -0.682061 -1.778257 -7.632505 -0.2 0.2 0.0
H -0.844945 -0.170712 -6.901098 -0.1 -0.1 0.2
H -2.001062 -1.480124 -6.484952 0.2 0.2 0.1
C 7.786523 -1.944275 -2.886377 -0.1 0.3 0.3
N 7.041330 -2.712484 -1.917659 -0.2 -0.7 0.1
C 6.771963 -4.049319 -1.924002 -0.4 0.1 0.7
C 7.296915 -4.873954 -3.065808 0.0 -0.2 -0.1
O 6.115943 -4.543473 -1.010004 0.6 0.2 -0.7
H 8.627008 -1.473177 -2.370451 0.1 0.1 -0.3
H 7.127516 -1.166826 -3.281029 0.3 0.0 -0.2
H 8.159438 -2.557789 -3.706822 -0.1 0.0 0.2
H 6.653124 -2.228769 -1.115719 0.1 -0.1 -0.2
H 6.999867 -5.917322 -2.928000 0.0 0.3 0.1
H 6.876817 -4.517538 -4.010198 0.2 0.0 0.0
H 8.388696 -4.826553 -3.092007 -0.1 0.1 -0.2
C 8.778288 -7.949592 3.909489 0.1 -0.3 -0.3
N 7.587170 -8.163597 3.122526 -0.6 0.2 0.0
C 6.383189 -7.530697 3.220478 -0.4 -0.5 -0.8
C 6.224876 -6.464087 4.267665 -0.1 0.2 0.1
O 5.467616 -7.841214 2.462029 0.4 0.2 0.5
H 9.586110 -7.665690 3.230260 0.2 0.1 0.3
H 9.035671 -8.893173 4.397214 0.2 0.2 0.2
H 8.645591 -7.173312 4.663396 -0.1 -0.1 -0.2
H 7.612153 -8.867797 2.393643 0.0 0.2 0.2
H 5.211817 -6.055042 4.220337 0.2 -0.2 -0.1
H 6.378894 -6.889699 5.262913 0.1 0.2 0.0
H 6.933764 -5.652004 4.086235 0.0 -0.1 0.2
```
Positions in Å, forces in eV/Å.

---

The following is a quantum chemistry calculation of a cluster of 5 separate species, C38H75FN4O12 in total, from OMol25.

- multiplicity = 1
- SMILES = CCCOCC1=C(CC(=O)F)C(=O)C(OCCOCC)=C(CCCC(=O)OCC)C1=O.COC[C@@H](C)N.COC[C@@H](C)N.COC[C@@H](C)N.COC[C@@H](C)N
- maximum force (Eh/bohr) = 0.0535
- orbital gap (eV) = 7.62

Structure (XYZ):
```
130
Properties=species:S:1:pos:R:3:forces:R:3
C -3.368226 -3.037813 -3.187956 -0.1 0.4 0.4
C -2.563639 -1.730515 -3.144667 -0.3 -0.3 -0.4
C -1.125823 -1.888396 -3.574067 -0.3 0.0 -0.4
O -0.348171 -2.803806 -2.816913 0.2 0.0 0.0
C -0.588551 -2.769162 -1.430665 0.1 -0.5 0.0
C 0.573217 -3.357593 -0.695504 0.4 0.1 0.1
C 1.170594 -4.512312 -0.987209 -0.1 -0.2 -0.4
C 0.740497 -5.408670 -2.119824 0.1 0.3 0.8
C -0.626912 -6.006716 -1.930153 -1.0 -0.8 -2.4
O -1.314837 -6.447046 -2.824009 1.1 0.8 2.0
F -1.027418 -6.039508 -0.653800 -0.1 -0.1 0.0
C 2.308102 -4.975844 -0.149932 0.1 -1.1 0.3
O 2.590655 -6.163903 -0.036453 -0.1 1.3 -0.4
C 3.077823 -3.906637 0.546371 0.2 -0.3 0.0
O 4.383552 -4.203662 0.823205 -0.2 0.3 0.1
C 5.267317 -3.709962 -0.184599 0.2 0.0 -0.5
C 5.543958 -4.801740 -1.187337 -0.2 -0.1 0.0
O 6.587599 -4.396313 -2.029919 0.3 0.0 0.1
C 6.835504 -5.344308 -3.059849 -0.2 0.2 -0.3
C 6.251481 -4.914606 -4.399748 -0.1 -0.2 0.0
C 2.487325 -2.763080 0.891864 -0.1 -0.2 -0.2
C 3.148613 -1.662305 1.651401 0.0 -0.4 0.2
C 3.771888 -2.110884 2.967919 -0.2 0.4 0.4
C 2.758821 -2.173908 4.130028 0.9 0.1 0.5
C 2.412536 -3.589603 4.439500 -1.8 -0.3 -0.1
O 1.308508 -4.049817 4.211461 1.0 -0.1 0.0
O 3.409068 -4.321242 4.973584 0.3 0.5 -0.8
C 3.481426 -5.661088 4.464974 0.1 -0.6 0.5
C 2.884715 -6.679890 5.418365 0.1 -0.3 -0.1
C 1.058116 -2.609656 0.496780 -0.6 0.6 1.1
O 0.311754 -1.897205 1.162964 0.7 -0.5 -1.0
H -4.080471 -3.043016 -3.999564 -0.1 -0.1 -0.4
H -3.962815 -3.111158 -2.285902 -0.1 -0.2 0.3
H -2.749726 -3.923551 -3.255618 0.2 -0.2 -0.1
H -2.667245 -1.242609 -2.188584 0.2 0.1 0.4
H -3.009385 -1.039207 -3.851115 0.0 0.3 -0.2
H -1.141862 -2.289845 -4.581307 0.2 -0.2 -0.2
H -0.641216 -0.918335 -3.649571 0.2 0.3 0.4
H -1.461631 -3.380610 -1.201091 -0.4 0.1 0.2
H -0.737286 -1.769125 -1.054123 -0.2 0.4 0.0
H 0.769037 -4.842482 -3.034398 -0.3 0.1 -0.4
H 1.456365 -6.213464 -2.222016 0.0 -0.4 0.1
H 4.830560 -2.870172 -0.715927 -0.2 0.3 0.1
H 6.192657 -3.366651 0.259160 0.2 -0.1 0.4
H 5.761911 -5.718507 -0.638477 0.2 -0.2 0.0
H 4.646338 -4.988418 -1.779899 -0.3 -0.1 -0.1
H 7.907239 -5.477561 -3.142772 0.3 0.0 0.1
H 6.404171 -6.301207 -2.789809 0.0 -0.3 0.3
H 5.819938 -5.774836 -4.897388 -0.1 -0.2 -0.2
H 5.458980 -4.187270 -4.272154 -0.1 0.2 0.1
H 6.994866 -4.502049 -5.064632 0.2 0.3 -0.1
H 2.395649 -0.913575 1.861502 -0.1 0.3 0.0
H 3.919654 -1.213461 1.034648 0.1 0.1 -0.3
H 4.541203 -1.395912 3.227453 0.2 0.2 0.1
H 4.269099 -3.066912 2.893227 0.2 -0.2 -0.2
H 1.867829 -1.591920 3.956112 -0.4 0.0 -0.2
H 3.243939 -1.754898 5.007630 0.1 0.0 0.2
H 3.017337 -5.738867 3.491107 -0.2 0.3 -0.2
H 4.534754 -5.860786 4.332541 0.3 0.1 0.0
H 3.613713 -7.443008 5.660865 0.2 -0.2 0.1
H 2.590505 -6.223068 6.351572 -0.2 0.2 0.2
H 2.038331 -7.190411 4.982602 -0.4 0.0 0.0
C -1.384559 0.777300 -0.060136 0.1 -0.1 -0.1
O -1.533320 1.087602 -1.435550 0.0 0.0 0.1
C -1.743173 2.455166 -1.733544 -0.1 0.1 -0.3
C -0.461914 3.299002 -1.791000 0.1 -0.2 0.2
C 0.113474 3.640207 -0.419663 0.0 0.1 0.0
N 0.584671 2.664071 -2.598023 -0.2 0.0 -0.1
H -2.008721 1.414833 0.571954 0.0 0.1 0.0
H -0.340860 0.854677 0.252620 0.0 0.0 0.1
H -1.694017 -0.257120 0.082112 0.0 0.0 0.0
H -2.202758 2.471670 -2.724740 0.0 0.0 0.0
H -2.474465 2.890890 -1.040631 0.1 0.0 0.1
H -0.729534 4.243449 -2.275133 -0.1 0.0 0.0
H 0.630151 2.792398 0.029402 0.0 -0.1 0.0
H 0.840068 4.448193 -0.507846 0.0 0.0 0.0
H -0.670231 3.965592 0.268027 0.0 0.0 0.0
H 0.242650 2.536170 -3.546272 0.1 0.1 0.0
H 0.708497 1.717505 -2.248707 0.1 0.0 0.1
C -3.292944 5.597495 -4.011363 0.1 -0.2 -0.1
O -4.078696 4.489142 -3.607036 0.1 0.1 0.0
C -5.436391 4.773443 -3.336071 -0.2 -0.1 0.1
C -6.343103 4.820022 -4.574310 0.2 0.1 -0.2
C -6.196333 6.096782 -5.395949 -0.1 0.1 0.0
N -6.141103 3.664353 -5.452873 0.0 -0.1 0.2
H -3.603728 6.517743 -3.511124 0.0 0.0 0.0
H -3.327546 5.731598 -5.095782 0.0 0.1 0.0
H -2.260297 5.389002 -3.734643 0.0 0.0 0.1
H -5.780489 3.955405 -2.697268 0.0 0.0 0.0
H -5.521705 5.695861 -2.746199 0.0 0.1 -0.1
H -7.374017 4.784553 -4.210166 0.0 0.0 0.1
H -5.287543 6.093291 -5.996914 0.0 0.0 0.0
H -7.034989 6.198065 -6.083986 0.0 0.0 0.0
H -6.179291 6.979941 -4.754042 0.0 0.0 0.0
H -6.346770 2.812939 -4.938133 -0.1 0.0 -0.1
H -5.146592 3.599983 -5.651927 0.0 0.0 -0.1
C -0.812324 -1.336159 9.621721 0.2 0.0 0.0
O -0.200182 -2.400431 8.920140 -0.1 0.0 0.1
C -1.089291 -3.269775 8.244777 0.0 -0.2 -0.1
C -1.552293 -2.775528 6.866343 0.0 0.3 0.1
C -2.610153 -1.677688 6.931960 -0.1 0.0 0.0
N -0.435748 -2.313787 6.040126 0.0 0.0 0.3
H -1.774877 -1.634867 10.046786 0.0 0.0 0.0
H -0.950165 -0.462499 8.979821 -0.1 0.0 0.0
H -0.145551 -1.051843 10.435685 0.0 0.0 0.0
H -0.529774 -4.197156 8.098768 0.1 0.0 0.0
H -1.945930 -3.511384 8.888504 0.0 0.1 0.0
H -2.005188 -3.633202 6.360541 0.0 -0.1 0.0
H -2.179659 -0.710763 7.191706 0.1 0.0 0.0
H -3.091064 -1.563715 5.960859 0.0 0.0 0.0
H -3.384415 -1.915917 7.664696 0.0 0.0 0.0
H 0.213064 -3.078951 5.900152 -0.1 -0.1 -0.3
H 0.086644 -1.635282 6.589697 -0.1 0.1 0.0
C -1.281114 7.203513 -0.619567 0.1 -0.2 -0.1
O -1.403367 7.541833 -1.989343 0.0 0.0 0.1
C -1.568759 8.920738 -2.258006 -0.1 0.1 -0.2
C -0.265017 9.731425 -2.285375 0.1 -0.2 0.2
C 0.303922 10.026881 -0.901262 0.0 0.1 0.1
N 0.771941 9.087974 -3.096923 -0.2 0.0 -0.1
H -1.890725 7.855183 0.012444 0.0 0.0 0.0
H -0.239715 7.240708 -0.291770 0.0 0.1 0.1
H -1.630176 6.177026 -0.502653 0.0 0.0 0.0
H -2.015793 8.968608 -3.255147 0.0 -0.1 0.0
H -2.295686 9.359600 -1.561762 0.1 0.0 0.1
H -0.503003 10.692187 -2.751018 -0.1 0.0 0.0
H 0.794042 9.156171 -0.466753 0.0 -0.1 0.0
H 1.051657 10.816475 -0.964702 0.0 0.0 0.0
H -0.477761 10.358485 -0.214751 0.0 0.0 0.0
H 0.438252 8.989903 -4.051511 0.1 0.1 0.0
H 0.871854 8.131095 -2.769149 0.1 0.0 0.1
```
Positions in Å, forces in eV/Å.